<P>
52
Properties=species:S:1:pos:R:3:nbo_charge:R:1 method="wB97M-V/def2-TZVPD" total_charge=+1 multiplicity=1
C 2.478 -2.231 2.496 -0.336
C 1.980 -1.063 2.107 -0.052
N 2.317 -0.365 0.880 -0.520
C 3.629 -0.654 0.553 0.776
N 4.550 0.165 1.088 -0.788
N 3.954 -1.659 -0.258 -0.542
C 3.100 -1.709 -1.498 -0.224
C 2.162 -0.525 -1.546 -0.456
C 1.346 -0.385 -0.265 -0.064
C 0.664 1.013 -0.329 -0.416
C 0.350 1.649 1.029 -0.446
C -0.827 2.616 0.877 -0.521
I -1.724 2.996 2.766 0.118
S 0.106 -1.718 -0.273 2.088
O -0.445 -1.706 -1.602 -0.926
O 0.701 -2.973 0.078 -0.897
C -1.352 -1.334 0.777 0.421
F -0.953 -1.097 2.045 -0.303
F -1.912 -0.195 0.345 -0.292
C -2.455 -2.454 0.849 0.587
F -3.580 -1.836 1.241 -0.282
F -2.096 -3.290 1.838 -0.283
C -2.808 -3.329 -0.382 0.553
F -1.773 -4.065 -0.809 -0.285
F -3.713 -4.208 0.097 -0.285
C -3.472 -2.598 -1.612 0.926
F -2.721 -2.743 -2.703 -0.288
F -4.664 -3.153 -1.857 -0.290
F -3.659 -1.297 -1.367 -0.307
H 3.083 -2.852 1.860 0.211
H 2.252 -2.632 3.466 0.240
H 1.314 -0.546 2.778 0.231
H 5.402 -0.159 1.511 0.434
H 4.336 1.145 1.075 0.440
H 4.940 -1.576 -0.467 0.409
H 2.548 -2.637 -1.499 0.247
H 3.752 -1.685 -2.361 0.239
H 1.522 -0.679 -2.407 0.295
H 2.694 0.399 -1.740 0.236
H 1.314 1.690 -0.868 0.224
H -0.222 0.915 -0.948 0.244
H 0.162 0.927 1.812 0.212
H 1.206 2.232 1.350 0.215
H -1.546 2.228 0.170 0.213
H -0.459 3.532 0.440 0.241
C -3.680 5.549 -1.442 -0.484
N -2.297 5.231 -0.994 0.539
O -2.042 5.335 0.184 -0.372
O -1.508 4.878 -1.845 -0.393
H -4.260 5.842 -0.576 0.237
H -3.610 6.358 -2.162 0.243
H -4.086 4.654 -1.904 0.237

---

<Q>
52
Properties=species:S:1:pos:R:3:nbo_charge:R:1 method="wB97M-V/def2-TZVPD" total_charge=+1 multiplicity=1
C 2.458 -2.207 2.508 -0.343
C 1.972 -1.041 2.116 -0.048
N 2.316 -0.369 0.875 -0.517
C 3.634 -0.658 0.553 0.760
N 4.558 0.103 1.164 -0.779
N 3.953 -1.623 -0.313 -0.542
C 3.093 -1.707 -1.540 -0.225
C 2.150 -0.520 -1.570 -0.460
C 1.344 -0.357 -0.278 -0.052
C 0.656 1.034 -0.326 -0.420
C 0.318 1.677 1.025 -0.445
C -0.845 2.663 0.885 -0.530
I -1.755 3.055 2.754 0.121
S 0.121 -1.724 -0.319 2.084
O -0.458 -1.656 -1.633 -0.921
O 0.753 -2.950 0.068 -0.902
C -1.332 -1.390 0.774 0.426
F -0.904 -1.185 2.032 -0.303
F -1.916 -0.264 0.364 -0.291
C -2.406 -2.547 0.847 0.586
F -3.528 -1.953 1.284 -0.286
F -1.979 -3.388 1.798 -0.285
C -2.799 -3.431 -0.381 0.555
F -1.750 -4.123 -0.830 -0.287
F -3.662 -4.318 0.143 -0.286
C -3.525 -2.713 -1.590 0.927
F -2.816 -2.836 -2.688 -0.286
F -4.698 -3.269 -1.793 -0.285
F -3.710 -1.421 -1.334 -0.309
H 3.073 -2.841 1.879 0.213
H 2.211 -2.593 3.487 0.241
H 1.312 -0.487 2.768 0.229
H 5.418 -0.262 1.540 0.432
H 4.329 1.074 1.303 0.441
H 4.941 -1.558 -0.534 0.411
H 2.551 -2.649 -1.533 0.248
H 3.749 -1.686 -2.406 0.239
H 1.482 -0.662 -2.420 0.294
H 2.691 0.410 -1.760 0.236
H 1.328 1.704 -0.865 0.224
H -0.231 0.946 -0.955 0.246
H 0.107 0.946 1.798 0.211
H 1.185 2.247 1.366 0.215
H -1.589 2.293 0.183 0.216
H -0.480 3.600 0.470 0.245
C -3.653 5.683 -1.468 -0.484
N -2.282 5.319 -1.018 0.537
O -2.020 5.424 0.162 -0.373
O -1.505 4.928 -1.868 -0.392
H -4.219 6.005 -0.603 0.238
H -3.551 6.479 -2.199 0.243
H -4.088 4.800 -1.925 0.238

---

Stability ranking, top and bottom: <Q> is the most stable and <P> is the least stable.

---

<P>
23
Properties=species:S:1:pos:R:3:nbo_charge:R:1 method="wB97M-V/def2-TZVPD" smiles="C=CC1=NC(C)(C)CCO1" multiplicity=1
C -3.080 -2.241 -0.016 -0.353
C -2.195 -1.477 -0.752 -0.245
C -1.033 -0.807 -0.124 0.515
N -0.340 -0.056 -0.931 -0.495
C 0.795 0.686 -0.411 0.082
C 0.419 2.134 -0.085 -0.615
C 1.868 0.573 -1.526 -0.591
C 1.389 -0.012 0.822 -0.448
C 0.290 -0.225 1.820 -0.061
O -0.815 -0.932 1.231 -0.515
H -3.905 -2.714 -0.585 0.198
H -3.118 -2.333 1.078 0.214
H -2.266 -1.380 -1.825 0.235
H 1.263 2.679 0.319 0.209
H -0.384 2.218 0.665 0.210
H 0.100 2.633 -1.030 0.224
H 1.951 -0.463 -1.835 0.217
H 1.614 1.178 -2.392 0.213
H 2.848 0.914 -1.136 0.197
H 2.151 0.650 1.289 0.218
H 1.871 -0.960 0.562 0.217
H 0.695 -0.802 2.671 0.197
H -0.117 0.736 2.192 0.179

---

<Q>
23
Properties=species:S:1:pos:R:3:nbo_charge:R:1 method="wB97M-V/def2-TZVPD" smiles="C=C[C@H](C#N)[C@H](O)C(C)C" multiplicity=1
C 1.713 2.470 -0.899 -0.385
C 1.424 1.172 -0.906 -0.161
C 1.314 0.274 0.356 -0.395
C 2.664 -0.094 0.620 0.288
N 3.758 -0.445 0.644 -0.323
C 0.240 -0.963 0.189 0.143
O 0.511 -1.519 -1.094 -0.728
C -1.160 -0.330 0.103 -0.233
C -1.612 0.055 1.530 -0.606
C -2.220 -1.152 -0.594 -0.601
H 1.736 3.105 -1.746 0.207
H 1.906 3.010 -0.007 0.187
H 1.346 0.600 -1.933 0.236
H 1.019 0.935 1.127 0.244
H 0.297 -1.660 0.984 0.182
H 0.688 -2.530 -0.952 0.486
H -1.096 0.573 -0.523 0.204
H -1.863 -0.862 2.037 0.204
H -2.430 0.624 1.395 0.209
H -0.894 0.754 1.974 0.207
H -2.470 -1.885 0.103 0.192
H -1.844 -1.636 -1.586 0.228
H -3.028 -0.496 -0.824 0.213

---

Stability ranking, top and bottom: <P> is the most stable and <Q> is the least stable.